Here is 10 unconnected molecules or ions with the total composition C26H66N8O14 in a non-equilibrium geometry from the OMol25 dataset. Energies are from ωB97M-V/def2-TZVPD.

Last column: Mulliken charge in e.
Element x y z (Å)
1 C 5.72 3.63 0.27  -0.989
2 C 5.95 2.23 -0.21  0.577
3 O 5.21 1.55 -0.83  -0.393
4 N 7.13 1.56 0.49  -0.135
5 H 7.49 0.82 -0.13  0.409
6 H 7.88 2.26 0.52  0.404
7 C 6.83 1.08 1.89  -0.726
8 H 6.52 4.33 0.02  0.447
9 H 5.60 3.58 1.36  0.326
10 H 4.77 4.01 -0.11  0.086
11 H 5.93 0.47 1.88  0.274
12 H 6.66 1.96 2.49  0.328
13 H 7.69 0.53 2.26  0.385
14 C 0.87 4.94 2.68  -0.310
15 C -0.27 4.39 3.51  0.493
16 O -0.97 5.04 4.20  -0.391
17 N -0.61 2.92 3.34  0.473
18 H -1.63 2.96 3.27  0.377
19 H -0.29 2.75 2.37  -0.320
20 C -0.02 2.00 4.37  -0.440
21 H 1.72 4.26 2.66  0.019
22 H 1.13 5.91 3.09  0.436
23 H 0.53 4.99 1.64  -0.031
24 H 1.06 2.06 4.29  0.120
25 H -0.49 1.04 4.18  0.231
26 H -0.33 2.43 5.32  0.400
27 C 0.41 -7.27 5.17  -1.113
28 C -0.82 -6.94 4.36  0.518
29 O -1.75 -7.65 4.23  -0.324
30 N -0.83 -5.55 3.70  -0.088
31 H -0.36 -4.85 4.26  0.418
32 H -0.48 -5.71 2.76  0.367
33 C -2.22 -4.99 3.36  -0.850
34 H 0.29 -8.23 5.65  0.332
35 H 0.56 -6.52 5.95  0.378
36 H 1.25 -7.24 4.47  0.371
37 H -2.14 -3.92 3.21  0.236
38 H -2.99 -5.18 4.10  0.391
39 H -2.55 -5.48 2.44  0.358
40 C 0.45 6.99 -3.59  -0.970
41 C 0.63 5.51 -3.81  0.450
42 O 0.06 4.86 -4.60  -0.397
43 N 1.68 4.84 -2.95  -0.037
44 H 2.17 4.20 -3.58  0.383
45 H 2.28 5.63 -2.70  0.393
46 C 1.07 4.32 -1.64  -0.914
47 H 0.92 7.42 -2.70  0.359
48 H -0.59 7.30 -3.53  0.346
49 H 0.89 7.52 -4.45  0.359
50 H 1.83 3.83 -1.03  0.252
51 H 0.37 3.57 -1.96  0.312
52 H 0.73 5.16 -1.03  0.400
53 C 1.72 0.30 -1.92  -0.702
54 C 0.70 -0.59 -1.32  0.636
55 O 0.22 -1.57 -1.81  -0.540
56 N 0.09 -0.10 0.00  1.761
57 H 0.73 0.63 0.38  -0.338
58 H -0.85 0.33 -0.20  -0.065
59 C -0.05 -1.25 0.97  -0.983
60 H 1.18 0.96 -2.61  0.223
61 H 2.40 -0.33 -2.49  0.364
62 H 2.23 0.93 -1.19  0.054
63 H -0.25 -0.84 1.96  0.111
64 H 0.95 -1.65 1.07  0.503
65 H -0.83 -1.93 0.64  0.305
66 C -5.35 -2.90 -4.84  -1.209
67 C -4.12 -2.82 -3.98  0.550
68 O -3.20 -3.56 -4.00  -0.342
69 N -3.91 -1.42 -3.35  -0.107
70 H -3.40 -0.89 -4.06  0.410
71 H -4.79 -0.90 -3.24  0.429
72 C -3.30 -1.47 -1.93  -0.753
73 H -6.30 -2.56 -4.41  0.402
74 H -5.53 -3.91 -5.19  0.382
75 H -5.18 -2.19 -5.66  0.373
76 H -3.22 -0.42 -1.64  0.119
77 H -2.39 -2.06 -1.97  0.316
78 H -3.94 -1.99 -1.22  0.406
79 C -5.17 0.30 0.92  -1.033
80 C -4.21 -0.55 1.72  0.445
81 O -3.36 -1.26 1.28  -0.399
82 N -4.53 -0.47 3.20  -0.076
83 H -3.86 0.16 3.66  0.334
84 H -5.41 0.06 3.17  0.478
85 C -4.63 -1.75 4.06  -0.736
86 H -4.77 0.28 -0.10  -0.052
87 H -5.18 1.33 1.26  0.533
88 H -6.15 -0.18 0.87  0.484
89 H -3.68 -2.23 4.23  0.271
90 H -5.38 -2.37 3.58  0.351
91 H -4.92 -1.35 5.03  0.417
92 C 3.07 -4.35 -4.14  -1.148
93 C 2.36 -3.14 -4.68  0.470
94 O 2.76 -2.04 -4.51  -0.430
95 N 1.10 -3.36 -5.48  -0.026
96 H 1.05 -2.85 -6.37  0.432
97 H 1.15 -4.33 -5.80  0.437
98 C -0.17 -3.24 -4.67  -1.014
99 H 3.34 -5.00 -4.97  0.434
100 H 2.48 -4.88 -3.38  0.356
101 H 3.92 -4.00 -3.58  0.348
102 H -1.01 -3.44 -5.34  0.513
103 H -0.38 -2.26 -4.25  0.260
104 H -0.21 -4.02 -3.92  0.373
105 O -2.95 3.52 -0.71  -0.495
106 C -1.95 2.74 -0.23  0.381
107 O -2.03 1.48 -0.42  -0.698
108 O -1.02 3.26 0.42  -0.716
109 H -3.54 2.87 -1.11  0.291
110 O 3.67 2.03 2.89  -0.640
111 C 2.92 1.32 2.01  0.238
112 O 1.70 1.63 1.77  -0.210
113 O 3.46 0.37 1.41  -0.706
114 H 3.00 2.60 3.31  0.245

Output
E_LUMO ... -13.24 eV
Highest occupied orbital energy ... -20.54 eV
Relative energy (zero: lowest compared OMol25 entry of this formula, charge and spin) ... 0.0 kcal/mol
Charge ... +6
Largest force on an atom ... 3.8 eV Å⁻¹